# 1
A structure of composition C33H40N4P2SeZr in a non-equilibrium geometry. Source: the Open Molecules 2025 dataset; level of theory: the ωB97M-V functional and the def2-TZVPD basis.

ORCA input file:
```
! RIJCOSX wB97M-V def2-TZVPD def2/J DEFGRID3
* xyz 2 1
Zr -0.11973 0.05990 0.42662
C -2.07805 1.82787 -7.84563
C -2.17193 0.54654 -7.46364
C -1.39488 -0.60577 -8.01889
C 0.06529 -0.29244 -8.44488
C 0.85371 0.56238 -7.48296
C 0.91196 1.89644 -7.52962
C 0.22969 2.76326 -8.56310
C -1.20484 2.34264 -8.96112
C 1.58557 1.20649 1.24688
H -2.71040 2.60142 -7.38257
H -2.94858 0.23842 -6.75716
H -1.92524 -1.01178 -8.90252
H -1.38852 -1.41995 -7.27017
H 0.58312 -1.26032 -8.53423
H 0.05107 0.15757 -9.44687
H 1.45072 -0.00379 -6.75288
H 1.57020 2.45558 -6.85532
H 0.83440 2.78094 -9.48887
H 0.21147 3.80625 -8.19897
H -1.69894 3.23806 -9.37252
H -1.14872 1.60921 -9.77517
H 1.02156 1.83204 1.98243
H 2.11941 1.90585 0.58090
H 2.31380 0.61465 1.82672
P 1.58554 -0.37837 -1.47904
P -1.60054 -0.80664 -1.51234
N 2.68030 0.87568 -2.29047
N 2.82105 -1.64600 -1.15895
N -2.41694 0.45466 -2.51909
N -3.06129 -1.85804 -1.45477
C 0.80889 -1.03525 -3.00041
C -0.56989 -1.69146 -2.76999
C 2.67568 2.23339 -1.95559
C 3.64717 2.89294 -2.69982
C 4.27081 1.91303 -3.53776
C 3.65388 0.69482 -3.27347
C 3.82024 -1.56809 -0.18302
C 4.53366 -2.75956 -0.17536
C 3.93801 -3.61976 -1.15166
C 2.87905 -2.92583 -1.71809
C -2.53692 1.80384 -2.15035
C -2.77167 2.56811 -3.28876
C -2.81813 1.67007 -4.40346
C -2.63589 0.38515 -3.89606
C -4.11886 -1.96080 -2.36737
C -5.08257 -2.81904 -1.84841
C -4.58118 -3.30241 -0.59097
C -3.34218 -2.71440 -0.37978
H 1.51532 -1.72063 -3.48645
H 0.71683 -0.16745 -3.67242
H -1.12184 -1.71223 -3.71844
H -0.49848 -2.72954 -2.40482
H 1.96883 2.59841 -1.22602
H 3.87680 3.94823 -2.64086
H 5.07602 2.09955 -4.23827
H 3.85154 -0.28133 -3.69732
H 3.94320 -0.66213 0.38786
H 5.39047 -2.98843 0.44924
H 4.25378 -4.61684 -1.42300
H 2.18742 -3.23616 -2.48031
H -2.49142 2.08729 -1.10901
H -2.89394 3.63892 -3.34442
H -2.93124 1.93264 -5.44445
H -2.70589 -0.56510 -4.40760
H -4.11350 -1.42205 -3.30193
H -6.04098 -3.05105 -2.30270
H -5.09027 -3.98929 0.07559
H -2.62411 -2.81727 0.42484
Se 0.43710 -2.32799 1.12877
C -0.11421 -1.47324 2.78327
C -1.18998 -0.55193 2.80927
C -1.40558 0.16975 4.00879
C -0.55910 0.00224 5.08876
C 0.46856 -0.95169 5.06494
C 0.66860 -1.72942 3.93525
H -1.93221 -0.50912 1.97746
H -2.26288 0.83910 4.05144
H -0.70764 0.60496 5.98060
H 1.10505 -1.07780 5.93646
H 1.46149 -2.47564 3.88008
*
```

As for the molecular weight: 724.8 g/mol. The value obtained for the LUMO energy is -0.313 Eh. The value obtained for the HOMO-LUMO gap is 4.19 eV. The energy comes out at -4630.98460 Ha.

Atomic partial charges in e from the Mulliken method, atoms 1 to 4: -0.01, -0.44, -0.27, -0.99



# 2
A structure of composition C33H40O5P2Pt. Source: the Open Molecules 2025 dataset; level of theory: the ωB97M-V functional and the def2-TZVPD basis.

ORCA input file:
```
! RIJCOSX wB97M-V def2-TZVPD def2/J DEFGRID3
* xyz 2 1
Pt 1.44433 0.45248 -0.24066
O 0.16437 -0.80361 0.60125
P -0.89561 -0.47388 1.67470
C -2.20482 0.55131 0.93864
P -1.60580 1.35287 -0.57763
O -0.13986 1.78378 -0.43064
C -1.90084 0.18956 -1.90901
C -3.22659 -0.14597 -2.19423
C -3.51740 -1.00938 -3.23610
C -2.48880 -1.53210 -4.00960
C -1.17160 -1.18922 -3.74126
C -0.87604 -0.33126 -2.69230
C -2.63120 2.76762 -0.88457
C -3.82040 2.99853 -0.19636
C -4.59572 4.10286 -0.51691
C -4.18178 4.97359 -1.51348
C -2.99483 4.74629 -2.20090
C -2.21857 3.64457 -1.89162
C -1.60067 -2.01166 2.20771
C -2.94544 -2.11567 2.56382
C -3.44600 -3.32939 3.00676
C -2.61010 -4.43469 3.08802
C -1.27024 -4.33254 2.73610
C -0.76048 -3.12280 2.29593
C -0.29365 0.42387 3.10013
C 0.64151 1.45642 3.00173
C 1.05262 2.12869 4.14018
C 0.53823 1.77947 5.38134
C -0.40149 0.76492 5.48593
C -0.81983 0.08826 4.35185
H -2.49733 1.29910 1.67741
H -3.07236 -0.05597 0.67406
H -4.03797 0.28123 -1.61425
H -4.54552 -1.26408 -3.45419
H -2.71779 -2.19866 -4.83034
H -0.37579 -1.58687 -4.35806
H 0.15165 -0.05682 -2.49099
H -4.15386 2.32733 0.58505
H -5.51907 4.28584 0.01534
H -4.78505 5.83858 -1.75432
H -2.67910 5.42993 -2.97703
H -1.29294 3.46487 -2.42493
H -3.60444 -1.25703 2.51168
H -4.48755 -3.41366 3.28518
H -3.00688 -5.38295 3.42505
H -0.62499 -5.19767 2.80531
H 0.28165 -3.03848 2.01576
H 1.02856 1.75689 2.03739
H 1.76735 2.93729 4.06166
H 0.86681 2.30354 6.26886
H -0.80388 0.49256 6.45195
H -1.54836 -0.70607 4.44666
C 2.63339 2.31920 -2.32985
O 2.78229 1.78564 -0.99605
C 4.15114 1.50998 -0.61161
C 4.16229 1.30445 0.88260
O 3.29617 0.22209 1.23336
C 3.95466 -1.03958 1.40716
H 3.13221 3.28570 -2.36839
H 1.56791 2.44596 -2.49740
H 3.06449 1.63904 -3.06162
H 4.76103 2.37276 -0.88334
H 4.50322 0.62895 -1.15294
H 3.76922 2.19336 1.37808
H 5.17649 1.12076 1.24035
H 4.67484 -0.96514 2.22244
H 4.45766 -1.35211 0.49013
H 3.18351 -1.75501 1.67702
C 2.84751 -2.59634 -3.44209
C 2.98628 -3.44036 -2.17309
C 2.19823 -2.61536 -1.18358
O 2.58379 -1.24914 -1.48705
C 2.85890 -1.16262 -2.91210
H 1.90319 -2.81791 -3.93943
H 3.65144 -2.76647 -4.15445
H 4.03101 -3.49880 -1.86374
H 2.59598 -4.44936 -2.28628
H 2.43775 -2.80279 -0.14094
H 1.11972 -2.72305 -1.33190
H 3.83924 -0.69641 -3.02121
H 2.11002 -0.52922 -3.39015
*
```

As for the molecular weight: 773.7 g/mol. The value obtained for the LUMO energy (spin up / spin down) is -0.210 / -0.210 Eh. Its relative energy (zero: lowest compared OMol25 entry of this formula, charge and spin) is 121.9 kJ/mol. The value obtained for the HOMO-LUMO gap (spin up / spin down) is 8.59 / 8.59 eV. The energy comes out at -2459.22233 Ha.

Atomic partial charges in e from the Mulliken method, atoms 1 to 4: 5.11, -0.91, 0.67, -1.72



# 3
A structure of composition C33H41AsCl3F6N4O2P2PdS. Source: the Open Molecules 2025 dataset; level of theory: the ωB97M-V functional and the def2-TZVPD basis.

ORCA input file:
```
! RIJCOSX wB97M-V def2-TZVPD def2/J DEFGRID3
* xyz 4 6
Pd 0.04715 0.25358 0.38201
C -3.35712 0.36592 -0.34383
P -1.94219 -0.76268 -0.39894
C -1.99439 -1.58819 -1.99775
C -2.28807 -2.03468 0.86834
C -2.13291 -1.47186 2.28490
P -0.47234 -0.74576 2.52024
C -0.52201 0.24752 4.02561
C 0.64006 -2.13494 2.85027
H -4.28611 -0.19432 -0.46690
H -3.26101 1.09334 -1.14815
H -3.39357 0.90276 0.60415
H -2.94889 -2.10232 -2.12416
H -1.17661 -2.30401 -2.07311
H -1.86873 -0.83805 -2.77793
H -1.59799 -2.86610 0.70065
H -3.29700 -2.42654 0.71950
H -2.29749 -2.25214 3.03158
H -2.87232 -0.69092 2.47918
H -0.85790 -0.36541 4.86426
H -1.20278 1.08998 3.90705
H 0.47748 0.62797 4.23194
H 0.22213 -2.76945 3.63398
H 1.60180 -1.74979 3.18813
H 0.79429 -2.72877 1.94948
F 1.70480 -1.07308 -0.41909
As 2.23460 -0.42120 -2.04872
F 1.51003 1.09452 -1.51613
F 3.72741 0.06748 -1.28930
F 0.68812 -0.89296 -2.64924
F 2.90253 -1.94985 -2.39212
F 2.69843 0.27588 -3.52992
C -2.83902 2.74409 -7.23760
N -2.38974 3.00792 -5.87434
N -2.18148 2.04666 -4.98635
C -1.77780 2.64713 -3.75735
O -1.55256 1.99778 -2.75981
C -1.76304 4.07194 -4.03059
C -2.15000 4.25801 -5.31687
C -2.33049 5.49500 -6.11839
C -2.38956 0.64896 -5.24728
C -1.28440 -0.15335 -5.48754
C -1.49371 -1.49864 -5.75412
C -2.78404 -2.01311 -5.77359
C -3.87786 -1.19388 -5.51808
C -3.68598 0.15251 -5.24827
H -2.57037 1.72816 -7.51016
H -2.35255 3.45637 -7.89828
H -3.92116 2.87028 -7.29237
H -1.50296 4.83009 -3.31214
H -2.20195 6.36267 -5.47697
H -3.32658 5.53941 -6.56010
H -1.59580 5.55217 -6.92337
H -0.28646 0.26553 -5.46659
H -0.64844 -2.14160 -5.95782
H -2.94096 -3.05982 -5.99756
H -4.87999 -1.59992 -5.53953
H -4.52705 0.80612 -5.05111
Cl 8.50062 6.67395 1.03492
C 7.91523 5.11754 1.04619
C 6.81964 4.78594 0.18045
C 6.33489 3.50587 0.17447
C 6.89803 2.51462 0.99009
C 6.34068 1.11176 0.90184
C 5.51551 0.71604 2.15683
N 4.15366 1.20621 2.10597
C 3.70726 2.47726 2.40395
C 2.36910 2.46914 2.16345
N 1.98256 1.21937 1.72965
C 3.07750 0.49497 1.70468
O 7.43144 0.23218 0.68501
C 7.07938 -0.99155 0.04433
C 8.32295 -1.59064 -0.54616
C 9.43369 -2.03232 0.23196
Cl 9.54333 -1.98230 1.88295
S 10.71062 -2.71364 -0.71905
C 9.80118 -2.44775 -2.11621
C 8.54677 -1.84224 -1.87598
C 7.97709 2.88139 1.87931
Cl 8.63715 1.74637 2.96212
C 8.47998 4.15463 1.89553
H 6.40942 5.55569 -0.45955
H 5.51872 3.24080 -0.48528
H 5.66138 1.07909 0.04422
H 5.99041 1.05410 3.07571
H 5.47817 -0.37229 2.19395
H 4.35414 3.24060 2.80158
H 1.66380 3.27122 2.29982
H 3.15137 -0.53332 1.39195
H 6.34241 -0.82185 -0.74529
H 6.65461 -1.70015 0.76444
H 10.19626 -2.73457 -3.08216
H 7.85225 -1.61539 -2.67243
H 9.29135 4.42420 2.55805
*
```

As for the molecular weight: 1021.4 g/mol. The value obtained for the LUMO energy (spin up / spin down) is -0.343 / -0.478 Eh. Its relative energy (zero: lowest compared OMol25 entry of this formula, charge and spin) is 23.1 kJ/mol. The value obtained for the HOMO-LUMO gap (spin up / spin down) is 6.63 / 4.47 eV. The energy comes out at -7074.61135 Ha.

Atomic partial charges in e from the Mulliken method, atoms 1 to 4: -0.30, -1.13, 1.14, -0.81



# 4
A cluster of 2 separate species, C33H41BN2O6 in total in a non-equilibrium geometry. Source: the Open Molecules 2025 dataset; level of theory: the ωB97M-V functional and the def2-TZVPD basis.

ORCA input file:
```
! RIJCOSX wB97M-V def2-TZVPD def2/J DEFGRID3
* xyz 0 1
C 0.26518 1.21794 7.55874
C 1.42204 1.65983 8.10242
C 2.69957 1.05987 7.85146
C 2.78194 -0.17588 7.16939
C 3.98281 -0.81135 6.90663
C 5.21513 -0.20217 7.28180
C 5.14845 1.03552 7.99901
C 3.92332 1.60214 8.32150
C 6.41178 1.70930 8.42772
C 7.64984 1.23548 7.66732
C 7.66696 -0.27197 7.48902
N 6.40729 -0.78960 6.97957
C 6.48141 -1.94414 6.10071
C 5.28221 -2.86677 6.23004
C 3.96018 -2.10612 6.16276
C -1.02336 1.69231 8.15895
C -2.38556 1.21253 7.72501
C -2.54146 0.03711 7.00649
C -3.80308 -0.49672 6.75367
C -4.98510 0.19095 7.15933
C -4.82660 1.42566 7.86095
C -3.54185 1.85139 8.20310
C -6.03095 2.20774 8.27379
C -7.29998 1.82881 7.50505
C -7.44373 0.32900 7.33059
N -6.22162 -0.28073 6.82143
C -6.37717 -1.42833 5.94545
C -5.25700 -2.44559 6.09645
C -3.88197 -1.78727 6.02598
H 0.23588 0.45705 6.77934
H 1.40318 2.47310 8.83304
H 1.87181 -0.65983 6.82613
H 3.90298 2.51522 8.92030
H 6.52678 1.50914 9.50435
H 6.28682 2.79462 8.32176
H 8.54616 1.55718 8.20011
H 7.66971 1.71270 6.68298
H 7.89409 -0.74810 8.45907
H 8.45182 -0.57876 6.78996
H 6.56144 -1.60840 5.05226
H 7.40870 -2.47392 6.33698
H 5.30634 -3.62245 5.44252
H 5.33208 -3.39681 7.18630
H 3.14649 -2.72278 6.56717
H 3.68526 -1.88721 5.11715
H -0.98352 2.78743 8.28580
H -0.91704 1.22753 9.13523
H -1.65383 -0.48800 6.66107
H -3.40850 2.70591 8.87616
H -5.82259 3.27570 8.13124
H -6.18094 2.05600 9.35559
H -7.28312 2.29792 6.51498
H -8.17360 2.21811 8.02858
H -8.25125 0.08933 6.63021
H -7.73090 -0.13146 8.29294
H -6.40770 -1.08779 4.89545
H -7.34699 -1.88565 6.16357
H -5.34683 -2.95395 7.06308
H -5.32860 -3.19921 5.30730
H -3.10991 -2.45610 6.43118
H -3.60602 -1.58039 4.98086
C 1.58821 1.31509 13.29101
C 0.60448 2.29121 12.70258
O 0.69983 2.77263 11.58371
O -0.44535 2.60984 13.57917
B -1.56364 3.42392 13.37767
O -2.85286 2.87470 13.26405
C -3.18555 1.82788 12.43000
C -4.62536 1.36762 12.59155
O -2.39444 1.31302 11.64291
O -1.46542 4.82135 13.35408
C -1.83574 5.52828 12.21357
C -1.51105 6.98506 12.32915
O -2.35727 5.00172 11.25151
H 1.09189 0.57453 13.91904
H 2.10429 0.82708 12.44556
H 2.35970 1.79862 13.91517
H -5.28731 2.15283 13.00483
H -4.98907 1.02310 11.60252
H -4.69526 0.48877 13.25552
H -0.64944 7.12904 12.97682
H -1.32051 7.38518 11.32249
H -2.35651 7.54044 12.76339
*
```

As for the molecular weight: 572.5 g/mol. The value obtained for the LUMO energy is 0.019 Eh. Its relative energy (zero: lowest compared OMol25 entry of this formula, charge and spin) is 0.0 kJ/mol. The value obtained for the HOMO-LUMO gap is 6.74 eV. The energy comes out at -1868.05349 Ha. The SMILES is C(=C\c1cc2c3c(c1)CCCN3CCC2)/Cc1cc2c3c(c1)CCCN3CCC2.CC(=O)OB(OC(C)=O)OC(C)=O.

Atomic partial charges in e from the Mulliken method, atoms 1 to 4: -0.67, -0.47, 1.00, -1.28



# 5
A structure of composition C33H41IN2PRhS3SbSi2 in a non-equilibrium geometry. Source: the Open Molecules 2025 dataset; level of theory: the ωB97M-V functional and the def2-TZVPD basis.

ORCA input file:
```
! RIJCOSX wB97M-V def2-TZVPD def2/J DEFGRID3
* xyz 0 2
Rh -0.14106 -0.12949 0.63354
S 0.03205 -4.38379 1.68760
Sb 0.65624 -3.40836 -0.24704
S -1.04574 -1.75215 -0.72965
S 1.71697 -1.32547 0.88253
I 0.83964 3.00264 -1.19433
C -0.34071 4.45275 -0.29266
C 0.32340 5.63188 -0.10978
C -0.35243 6.79600 0.31089
C -1.69945 6.75053 0.45234
C -2.41750 5.54034 0.26193
C -3.82998 5.58918 0.35678
C -4.57368 4.47325 0.15900
C -3.91926 3.24309 -0.03453
C -2.55500 3.11330 -0.08060
P -2.05517 1.30078 0.02153
C -3.18181 0.78111 1.39082
C -3.58778 -0.54866 1.49744
C -4.25774 -0.99312 2.62791
C -4.51950 -0.12450 3.67942
C -4.10910 1.19857 3.58976
C -3.43570 1.64328 2.45751
C -2.84726 0.68397 -1.51470
C -2.08621 0.77637 -2.67934
C -2.61285 0.40240 -3.90360
C -3.91189 -0.08599 -3.98119
C -4.66910 -0.20429 -2.82444
C -4.14080 0.18391 -1.59679
C -1.74847 4.31232 -0.03693
H 1.38196 5.68319 -0.32553
H 0.19922 7.71488 0.46201
H -2.26244 7.64260 0.70323
H -4.29868 6.54403 0.56822
H -5.65521 4.50419 0.19521
H -4.53753 2.35917 -0.10899
H -3.34696 -1.25732 0.71401
H -4.55590 -2.03329 2.68963
H -5.02448 -0.48129 4.57009
H -4.31363 1.88975 4.39878
H -3.10436 2.67475 2.41934
H -1.06205 1.12440 -2.62687
H -2.00530 0.48522 -4.79645
H -4.32940 -0.37550 -4.93828
H -5.67567 -0.60209 -2.87009
H -4.74466 0.06624 -0.70645
C 2.02871 -1.61669 -2.91121
Si 3.25109 -0.84675 -1.75700
C 4.48515 -2.09780 -1.17193
C 4.11171 0.50581 -2.71124
C 2.46772 0.00824 -0.25131
Si 3.51436 0.81776 1.12582
C 4.60625 2.13459 0.39257
C 4.61141 -0.38631 2.01055
C 2.36779 1.59575 2.36681
H 2.35476 -1.44225 -3.94291
H 1.02410 -1.19905 -2.79397
H 1.94637 -2.69165 -2.75667
H 4.79901 -2.73788 -2.00203
H 4.04919 -2.73286 -0.39380
H 5.38136 -1.62403 -0.75494
H 4.54742 0.08996 -3.62691
H 4.91488 0.97666 -2.13751
H 3.40731 1.29613 -3.00165
H 1.45518 0.43987 -0.46666
H 5.33304 1.70930 -0.30661
H 5.16767 2.63053 1.19393
H 4.03238 2.89584 -0.14332
H 5.47485 -0.67913 1.40385
H 4.07322 -1.29328 2.28735
H 4.98610 0.08196 2.92730
H 1.50470 2.06221 1.87897
H 2.88207 2.36960 2.94773
H 2.00124 0.83143 3.05666
C -0.43173 1.21100 6.08513
N -0.53052 0.38604 4.88846
C -0.56417 -0.99781 4.83434
C -0.64963 -1.32867 3.52094
N -0.67507 -0.16888 2.76694
C -0.59540 0.82969 3.62163
H -0.29344 0.55951 6.94258
H -1.33969 1.79502 6.22888
H 0.41981 1.88420 6.01360
H -0.51374 -1.60552 5.72360
H -0.71619 -2.30619 3.05803
H -0.60177 1.88047 3.37191
*
```

As for the molecular weight: 1000.6 g/mol. The value obtained for the LUMO energy (spin up / spin down) is -0.012 / -0.012 Eh. Its relative energy (zero: lowest compared OMol25 entry of this formula, charge and spin) is 0.0 kJ/mol. The value obtained for the HOMO-LUMO gap (spin up / spin down) is 6.39 / 6.36 eV. The energy comes out at -4155.10036 Ha.

Atomic partial charges in e from the Mulliken method, atoms 1 to 4: 0.72, -0.62, 0.20, -0.37



Question: Which of these has the lowest molecular weight?
Answer: C33H41BN2O6



Question: Among the records above, which one has the lowest molecular weight?
Answer: C33H41BN2O6